# 1
The following is a DFT calculation (the ωB97M-V functional and the def2-TZVPD basis) of a single C25H30N4O4 molecule.

Geometry (Å):
1 C 1.835617 1.459389 -2.811877
2 O 1.303750 2.522065 -2.054621
3 C 1.811241 2.828587 -0.832244
4 C 1.342587 4.040252 -0.311872
5 C 1.742256 4.491810 0.926427
6 C 2.617818 3.732933 1.689454
7 C 3.074945 2.529559 1.191914
8 C 2.689107 2.061361 -0.063039
9 C 3.329982 0.768389 -0.483024
10 O 4.325635 0.713106 -1.170639
11 N 2.702144 -0.318503 0.055258
12 C 3.163835 -1.619347 -0.114531
13 C 4.456786 -2.060892 -0.321923
14 C 4.337459 -3.448706 -0.440558
15 N 3.083138 -3.830260 -0.318829
16 N 2.363646 -2.718695 -0.129161
17 C 0.936856 -2.860010 0.031057
18 C 0.153316 -1.980948 -0.946349
19 C -1.342569 -2.145817 -0.705508
20 N -1.668948 -1.771849 0.662698
21 C -3.115271 -1.736002 0.877970
22 C -3.783552 -0.703860 0.009921
23 C -4.696080 -1.050170 -0.971145
24 C -5.275205 -0.084801 -1.779421
25 C -4.935919 1.244111 -1.609495
26 C -4.031683 1.615689 -0.628345
27 C -3.460000 0.648954 0.186992
28 O -2.594633 0.921575 1.201887
29 C -1.748028 2.052036 1.120359
30 C -0.464217 1.629575 1.836033
31 O 0.086669 0.503322 1.204777
32 C -1.022843 -2.688519 1.590852
33 C 0.496798 -2.596038 1.474687
34 H 1.327484 1.509945 -3.774567
35 H 1.630478 0.488722 -2.351113
36 H 2.911953 1.566303 -2.961394
37 H 0.663039 4.614177 -0.922424
38 H 1.373812 5.436338 1.297789
39 H 2.939533 4.076962 2.660158
40 H 3.758738 1.929019 1.774297
41 H 1.848467 -0.150062 0.578871
42 H 5.337584 -1.459538 -0.388160
43 H 5.109798 -4.173028 -0.605250
44 H 0.742173 -3.913142 -0.206491
45 H 0.412168 -0.932915 -0.806623
46 H 0.396574 -2.265153 -1.971737
47 H -1.898065 -1.493623 -1.383494
48 H -1.641942 -3.188934 -0.912211
49 H -3.280227 -1.476395 1.927827
50 H -3.568381 -2.723634 0.688069
51 H -4.951079 -2.091067 -1.109973
52 H -5.983743 -0.372583 -2.540706
53 H -5.378349 2.002309 -2.237894
54 H -3.783258 2.657056 -0.490789
55 H -2.199930 2.922365 1.611263
56 H -1.523646 2.296522 0.075920
57 H 0.278833 2.426791 1.801345
58 H -0.701547 1.396046 2.883214
59 H -0.648240 -0.137598 1.060955
60 H -1.325794 -2.421643 2.606580
61 H -1.342900 -3.728998 1.402581
62 H 0.825259 -1.607698 1.793019
63 H 0.956576 -3.334834 2.133225

Cartesian forces (eV/Å) of the 3 atoms listed first:
0.161 -0.283 -0.347
-0.094 0.313 0.333
-0.076 0.075 0.093

The calculation puts the energy above the lowest of the compared OMol25 structures with the same formula, charge and spin at 194.45 kJ/mol. Its HOMO energy is -8.32 eV. The HOMO-LUMO gap is 0.3301 hartree. Its charge is 0. As for the LUMO energy: 0.0242 Eh.

***

# 2
The following is a DFT calculation (the ωB97M-V functional and the def2-TZVPD basis) of a molecular structure, C12H14N3O4S4SbW at a distorted geometry.

Geometry (Å):
1 W 8.491171 7.403090 9.109385
2 N 11.897271 9.574255 6.948302
3 C 10.915243 9.170920 7.781058
4 S 10.851905 7.552788 8.309231
5 N 10.032959 10.130625 8.187900
6 N 9.061456 9.647431 8.963835
7 C 8.295815 10.620705 9.528019
8 C 7.225053 10.407694 10.407741
9 C 6.304374 11.443610 10.731883
10 C 5.237165 11.189454 11.576601
11 C 5.065781 9.896794 12.121923
12 C 5.943421 8.865825 11.836374
13 C 6.999891 9.146345 10.969859
14 O 7.876588 8.179162 10.885165
15 H 12.624743 8.933818 6.637014
16 H 11.987966 10.563590 6.733454
17 H 8.551051 11.612274 9.168744
18 H 6.467530 12.430643 10.295834
19 H 4.541090 12.005274 11.827086
20 H 4.202304 9.742613 12.780391
21 H 5.895296 7.824213 12.204195
22 C 6.458572 8.047460 5.197316
23 C 7.389636 8.858074 6.103794
24 C 7.797697 10.206400 5.512216
25 O 8.562365 8.114335 6.399399
26 C 6.621008 9.068466 7.394232
27 O 5.846567 9.968950 7.650056
28 O 6.804040 8.081241 8.269909
29 H 6.903437 7.861688 4.207876
30 H 5.515103 8.598985 5.017882
31 H 6.228776 7.067408 5.674617
32 H 8.210588 10.079161 4.484876
33 H 8.551769 10.715959 6.118416
34 H 6.907271 10.845907 5.434550
35 H 9.009822 7.671822 5.653020
36 S 6.160548 5.673208 10.175435
37 Sb 8.002193 4.134801 9.905531
38 S 8.326191 5.319596 7.723130
39 S 9.593457 5.803298 10.812856

Cartesian forces (eV/Å) of the 3 atoms listed first:
0.574 1.063 0.590
0.276 -0.322 -0.091
-1.572 3.118 0.390

The calculation puts the energy above the lowest of the compared OMol25 structures with the same formula, charge and spin at 0.00 kJ/mol. Its HOMO energy (alpha / beta) is -11.39 / -11.37 eV. The HOMO-LUMO gap (alpha / beta) is 0.2159 / 0.1976 hartree. Its charge is +1. As for the spin multiplicity: 2. As for the LUMO energy (alpha / beta): -0.2026 / -0.2203 Eh.

***

# 3
The following is a DFT calculation (the ωB97M-V functional and the def2-TZVPD basis) of a single C6H9N3OS molecule at a distorted geometry.

Geometry (Å):
1 C 3.633390 -1.348853 -0.207723
2 C 2.480875 -0.257813 -0.061990
3 O 2.462606 0.661834 0.748297
4 N 1.412333 -0.333545 -1.030690
5 N 0.174587 0.758625 -0.960627
6 C -0.795055 0.120715 -0.393990
7 S -0.687393 -1.488593 0.380201
8 C -2.339599 -1.308830 0.931130
9 C -2.835192 -0.122716 0.582689
10 N -1.985532 0.661727 -0.112147
11 C -2.227543 1.932902 -0.745463
12 H 3.070443 -2.307040 -0.196573
13 H 4.353868 -1.088019 0.586019
14 H 3.994852 -1.210092 -1.192099
15 H 1.325291 -1.122335 -1.665361
16 H -2.641732 -2.039164 1.685683
17 H -3.793351 0.407230 0.661376
18 H -2.193746 2.747069 -0.003307
19 H -1.551925 2.011068 -1.627598
20 H -3.256784 1.995971 -0.999911

Cartesian forces (eV/Å) of the 3 atoms listed first:
-2.890 1.378 0.862
-1.465 1.347 -0.672
0.552 -1.632 -0.786

The calculation puts the energy above the lowest of the compared OMol25 structures with the same formula, charge and spin at 181.58 kJ/mol. Its HOMO energy is -8.01 eV. The HOMO-LUMO gap is 0.3173 hartree. Its charge is 0. As for the LUMO energy: 0.0229 Eh.

***

# 4
The following is a DFT calculation (the ωB97M-V functional and the def2-TZVPD basis) of a molecular structure, C4H5CdO2 at a distorted geometry.

Geometry (Å):
1 H 0.022479 -0.861402 -1.534179
2 C 0.492840 -0.734923 -0.433053
3 C 1.616694 -0.387388 -1.063552
4 O 2.376770 0.395168 -1.524784
5 Cd 3.807685 0.701410 -3.029163
6 H 0.443079 -1.717064 0.043482
7 O -0.982604 0.242210 2.691565
8 C -1.207699 0.368500 1.495908
9 C -1.833443 0.756082 0.418933
10 H -0.563202 -0.603849 2.964876
11 H -1.495563 1.673999 -0.074736
12 H -2.677035 0.167257 0.044704

Cartesian forces (eV/Å) of the 3 atoms listed first:
-0.270 0.298 1.912
1.090 -2.004 -3.746
-0.287 1.992 1.315

The calculation puts the energy above the lowest of the compared OMol25 structures with the same formula, charge and spin at 0.00 kJ/mol. Its HOMO energy (alpha / beta) is -16.17 / -18.06 eV. The HOMO-LUMO gap (alpha / beta) is 0.2682 / 0.3105 hartree. Its charge is +2. As for the spin multiplicity: 2. As for the LUMO energy (alpha / beta): -0.3259 / -0.3533 Eh.

***

What did the second record say?
The following is a DFT calculation (the ωB97M-V functional and the def2-TZVPD basis) of a molecular structure, C12H14N3O4S4SbW at a distorted geometry.

Geometry (Å):
1 W 8.491171 7.403090 9.109385
2 N 11.897271 9.574255 6.948302
3 C 10.915243 9.170920 7.781058
4 S 10.851905 7.552788 8.309231
5 N 10.032959 10.130625 8.187900
6 N 9.061456 9.647431 8.963835
7 C 8.295815 10.620705 9.528019
8 C 7.225053 10.407694 10.407741
9 C 6.304374 11.443610 10.731883
10 C 5.237165 11.189454 11.576601
11 C 5.065781 9.896794 12.121923
12 C 5.943421 8.865825 11.836374
13 C 6.999891 9.146345 10.969859
14 O 7.876588 8.179162 10.885165
15 H 12.624743 8.933818 6.637014
16 H 11.987966 10.563590 6.733454
17 H 8.551051 11.612274 9.168744
18 H 6.467530 12.430643 10.295834
19 H 4.541090 12.005274 11.827086
20 H 4.202304 9.742613 12.780391
21 H 5.895296 7.824213 12.204195
22 C 6.458572 8.047460 5.197316
23 C 7.389636 8.858074 6.103794
24 C 7.797697 10.206400 5.512216
25 O 8.562365 8.114335 6.399399
26 C 6.621008 9.068466 7.394232
27 O 5.846567 9.968950 7.650056
28 O 6.804040 8.081241 8.269909
29 H 6.903437 7.861688 4.207876
30 H 5.515103 8.598985 5.017882
31 H 6.228776 7.067408 5.674617
32 H 8.210588 10.079161 4.484876
33 H 8.551769 10.715959 6.118416
34 H 6.907271 10.845907 5.434550
35 H 9.009822 7.671822 5.653020
36 S 6.160548 5.673208 10.175435
37 Sb 8.002193 4.134801 9.905531
38 S 8.326191 5.319596 7.723130
39 S 9.593457 5.803298 10.812856

Cartesian forces (eV/Å) of the 3 atoms listed first:
0.574 1.063 0.590
0.276 -0.322 -0.091
-1.572 3.118 0.390

The calculation puts the energy above the lowest of the compared OMol25 structures with the same formula, charge and spin at 0.00 kJ/mol. Its HOMO energy (alpha / beta) is -11.39 / -11.37 eV. The HOMO-LUMO gap (alpha / beta) is 0.2159 / 0.1976 hartree. Its charge is +1. As for the spin multiplicity: 2. As for the LUMO energy (alpha / beta): -0.2026 / -0.2203 Eh.